Record 1
{"formula": "C20H22N3", "method": "ωB97M-V/def2-TZVPD", "gap_ev": 7.33, "total_charge": 1, "smiles": "[H]/N=C(/[NH2+]c1cccc2ccccc12)N(C)c1cccc(CC)c1", "mol_weight_g_mol": 304.42, "energy_ev": -25544.92139, "symbols": ["N", "N", "N", "C", "C", "C", "C", "C", "C", "C", "C", "C", "C", "C", "C", "C", "C", "C", "C", "C", "C", "C", "C", "H", "H", "H", "H", "H", "H", "H", "H", "H", "H", "H", "H", "H", "H", "H", "H", "H", "H", "H", "H", "H", "H"], "positions_angstrom": [[-0.061594, -0.890422, -1.898819], [-2.302493, -1.910984, -1.870603], [-1.675334, -1.288839, -0.089461], [0.126754, -0.964445, -3.276349], [-0.966350, 2.607752, 1.377087], [1.000385, -0.582863, -1.030329], [4.105301, -2.017428, 2.601626], [1.502736, -1.665918, 0.084281], [2.571676, -1.306476, 0.839521], [-3.907406, 1.955859, -1.248107], [-1.453488, -0.160044, 0.669103], [-0.614038, 0.126604, 1.591082], [2.999181, -0.167476, 0.648440], [-0.409995, 1.352930, 2.256935], [-2.239261, 1.071548, -0.027718], [2.419519, 1.032438, -0.023636], [-3.280605, 0.953712, -0.840617], [-1.307626, -1.548307, -1.297085], [-3.725257, 3.249114, -1.002832], [-2.716309, 3.628143, 0.253067], [3.205539, -2.198866, 1.588843], [1.492608, 0.685154, -0.974267], [-2.073517, 2.440724, 0.585209], [-0.987569, 3.438969, 1.915269], [4.915005, -1.540325, 1.928285], [-0.898325, -1.896057, 0.546980], [0.912394, 1.359557, -1.582122], [1.008345, -0.576878, -3.289500], [-3.348503, 0.051860, -1.369587], [-2.518520, 4.506598, 0.589931], [-2.613510, -1.758521, 0.175615], [0.400287, 1.755601, 2.848678], [0.321492, -2.113868, -3.670145], [-2.188546, -2.219128, -2.903238], [3.925694, 0.216000, 1.314346], [-0.842568, -0.454654, -3.638980], [1.205738, -2.667490, -0.131934], [3.594443, -3.107289, 1.013268], [-4.190507, 4.242799, -1.151096], [-0.142726, -0.761204, 2.195377], [2.419164, -2.961330, 2.036044], [2.890131, 2.182318, 0.051689], [4.398006, -2.778667, 3.091079], [-4.727025, 1.877546, -2.143693], [3.776674, -1.197743, 3.258362]], "forces_ev_per_angstrom": [[-3.69, -2.77, 5.26], [-3.37, -4.22, -7.10], [1.59, -4.42, 13.22], [-6.04, -4.69, -1.12], [1.24, -8.31, 4.76], [1.54, -4.96, 4.63], [2.88, 9.52, -1.64], [-3.25, 3.39, -6.30], [-5.28, -3.80, -2.80], [-8.04, 6.28, -7.42], [-5.03, 8.17, -5.75], [3.90, -2.22, 6.61], [5.90, 15.47, 1.23], [-1.47, 5.90, -5.79], [2.67, 0.59, 5.45], [2.68, -0.60, 0.16], [3.75, -6.95, 0.76], [6.06, 3.67, -7.75], [3.51, 6.03, 7.14], [-4.68, -9.46, -7.72], [-2.62, -12.16, 1.63], [-1.10, 1.12, -0.02], [1.33, -1.31, -1.51], [1.02, 4.08, 1.90], [0.26, -0.58, 2.09], [-1.90, 0.67, -1.48], [0.36, 0.71, -0.22], [5.24, 3.29, -1.94], [-0.94, -1.38, -0.39], [1.14, 5.47, 2.08], [1.50, 0.84, -1.15], [0.03, -1.17, 0.58], [-0.93, 2.66, 0.68], [-0.12, 0.87, 2.09], [-1.99, -1.13, -1.51], [2.12, -0.71, -0.92], [-0.34, -0.76, 0.29], [0.00, 1.42, -0.45], [-0.55, -1.52, -1.34], [-0.50, 1.23, -1.47], [0.21, 1.57, -0.47], [-1.35, -3.64, -0.01], [2.15, -5.45, 3.25], [1.88, -0.47, 2.20], [0.27, -0.27, 0.27]]}

---

Record 2
{"formula": "C20H22N5O8PPdS2", "method": "ωB97M-V/def2-TZVPD", "multiplicity": 3, "gap_ev": [8.12, 6.65], "relative_energy_kcal_mol": 49.0, "total_charge": 0, "mol_weight_g_mol": 661.95, "energy_ev": -79360.21337, "symbols": ["Pd", "S", "S", "P", "O", "O", "O", "O", "O", "O", "O", "O", "N", "N", "N", "N", "N", "C", "C", "C", "C", "C", "C", "C", "C", "C", "C", "C", "C", "C", "C", "C", "C", "C", "C", "C", "C", "H", "H", "H", "H", "H", "H", "H", "H", "H", "H", "H", "H", "H", "H", "H", "H", "H", "H", "H", "H", "H", "H"], "positions_angstrom": [[-4.273530, -15.990559, -1.292455], [-5.192703, -19.219922, -0.422556], [-4.566596, -16.314639, 1.775818], [-2.779609, -15.482194, -2.845781], [-4.569739, -18.311988, -1.495715], [-7.152174, -13.393794, -1.779072], [-5.024071, -13.614960, -1.320666], [-5.448932, -16.168665, 2.929102], [-3.440684, -15.360490, 1.631328], [-5.416185, -16.357516, 0.554520], [-6.541206, -18.790497, -0.001926], [-5.151530, -20.603807, -0.863499], [-6.052381, -15.274175, -2.280978], [-7.169055, -16.574574, -4.561979], [-7.956745, -16.071087, -1.088825], [-6.083444, -14.005863, -1.725210], [-7.687033, -16.643859, -3.238710], [-2.200047, -20.249370, 2.138025], [-0.312976, -16.888781, -2.666577], [-4.026568, -19.107521, 0.941111], [-0.088795, -19.097248, -3.633152], [0.444768, -18.035683, -2.924929], [-2.277275, -17.955197, -3.602863], [-1.974379, -19.112522, 2.873210], [-1.679604, -13.866253, -0.946241], [-1.350427, -13.175843, -3.254482], [-1.864317, -14.054287, -2.309948], [-3.249631, -20.234971, 1.173760], [-3.411232, -15.118161, -4.550563], [-1.474866, -19.043560, -3.950851], [-7.167839, -16.006933, -2.221168], [-0.720807, -11.697514, -1.418441], [-1.062421, -12.694252, -0.488394], [-0.809244, -11.965573, -2.794083], [-2.898692, -18.060017, 2.754444], [-3.770078, -17.951968, 1.703704], [-1.684249, -16.859352, -3.015815], [-3.521871, -21.159467, 0.648539], [-1.090044, -19.040956, 3.509858], [-8.061787, -17.079353, -0.917281], [0.130863, -16.040239, -2.173632], [-0.928439, -12.503829, 0.570411], [-4.458282, -15.320484, -4.663171], [-2.939334, -17.240833, 3.460136], [1.412075, -17.912155, -2.552024], [-8.663729, -16.915912, -3.207933], [-0.319030, -11.265075, -3.449986], [-1.556053, -21.102040, 2.214505], [-2.050136, -14.588860, -0.154885], [-0.420262, -10.711449, -1.036611], [-2.894970, -15.878738, -5.174826], [0.531694, -19.928946, -4.001246], [-3.157397, -14.110371, -4.952460], [-6.683898, -17.457273, -4.742990], [-6.382383, -15.877311, -4.518812], [-1.842979, -19.773650, -4.667350], [-7.519475, -15.692052, -0.252945], [-3.357546, -18.044825, -3.695179], [-1.461527, -13.438578, -4.342839]], "forces_ev_per_angstrom": [[-1.01, -1.53, 1.72], [-1.47, 0.06, -0.76], [-0.65, 0.38, 0.08], [0.00, 0.69, -0.88], [-0.42, 0.25, 0.73], [1.51, -0.31, 0.35], [1.10, 0.75, 0.65], [1.66, -0.33, -0.75], [-1.18, -1.08, 0.09], [0.05, 0.80, -1.09], [1.71, -0.12, -0.53], [0.32, 0.79, 0.10], [1.17, 0.26, -1.06], [1.37, 0.51, 0.47], [0.87, -1.06, -0.38], [-3.08, -0.58, -1.01], [0.63, -0.17, -1.62], [-0.95, 0.65, -1.46], [-1.40, -0.56, -0.40], [0.28, 0.35, -0.32], [-1.09, 0.07, -0.45], [-1.37, 1.24, 0.08], [0.48, -1.54, 0.03], [-0.31, 0.22, 0.32], [0.05, 0.02, 1.60], [0.01, 0.76, -0.45], [0.20, -0.29, -0.11], [0.08, -0.76, 0.68], [1.40, -0.40, -0.58], [1.22, 0.03, -0.71], [-2.49, 0.79, 2.27], [-0.22, -0.57, 0.29], [-0.41, 0.34, -0.82], [0.45, -0.40, 0.36], [1.26, 0.21, 0.31], [-0.87, -0.16, 1.17], [1.32, 0.06, 0.12], [0.30, 0.57, 0.05], [-0.56, -0.01, 0.19], [-0.43, 0.24, 0.39], [0.12, 0.15, 0.04], [-0.11, -0.14, -0.08], [-0.50, 0.15, 0.25], [0.64, 0.08, 0.07], [1.70, -0.68, 0.13], [0.36, -0.09, 0.29], [-0.36, 0.16, -0.40], [0.14, -0.34, 0.04], [0.36, 0.76, -1.16], [0.17, -0.55, -0.41], [-0.26, 0.58, 0.12], [-0.41, 0.43, 0.40], [-0.37, -0.78, 0.53], [-0.26, 0.03, 0.08], [-1.21, -0.61, -0.05], [-0.27, -0.25, 0.60], [0.15, 0.07, -0.11], [0.14, 0.20, -0.32], [0.46, 0.66, 1.32]]}

---

Record 3
{"formula": "C20H22O3", "method": "ωB97M-V/def2-TZVPD", "gap_ev": 3.96, "relative_energy_kcal_mol": 78.0, "total_charge": 0, "mol_weight_g_mol": 310.39, "energy_ev": -27236.80293, "symbols": ["O", "O", "O", "C", "C", "C", "C", "C", "C", "C", "C", "C", "C", "C", "C", "C", "C", "C", "C", "C", "C", "C", "C", "H", "H", "H", "H", "H", "H", "H", "H", "H", "H", "H", "H", "H", "H", "H", "H", "H", "H", "H", "H", "H", "H"], "positions_angstrom": [[3.043608, -1.012866, 1.689088], [2.422932, 1.166159, 1.646134], [-0.272314, 1.649728, 1.506723], [-2.070273, -1.469677, 1.728474], [0.732879, -0.439379, 1.616840], [-4.419325, -1.007274, 1.748459], [1.187605, 2.353229, -1.192674], [-3.062211, -0.065112, -2.935706], [1.928987, 0.026559, -1.884591], [-0.455531, 0.696412, -2.187425], [-0.386382, 0.429055, 1.585347], [-3.376388, -1.908564, 1.776613], [-1.778105, -0.112827, 1.644455], [-0.755095, -0.619262, -2.650170], [-4.150152, 0.342377, 1.683386], [4.337111, -0.450282, 1.762515], [0.835129, 1.026699, -1.776301], [2.098897, -0.016346, 1.647782], [-2.843693, 0.778861, 1.631507], [-1.544346, 1.620189, -2.161684], [-2.808835, 1.235847, -2.527910], [5.430412, -1.496644, 1.818820], [-2.027037, -0.983143, -2.999065], [6.427090, -1.057877, 1.905817], [-1.366699, 2.646203, -1.889923], [1.694547, -0.868713, -1.307955], [1.661981, 3.001358, -1.934809], [-4.058663, -0.356314, -3.223477], [5.279926, -2.158437, 2.671672], [2.092471, -0.267796, -2.922266], [4.354644, 0.195854, 2.652163], [0.577354, -1.500177, 1.624672], [-2.620321, 1.831256, 1.591076], [4.454622, 0.207639, 0.889637], [-4.960031, 1.054454, 1.681532], [5.412103, -2.115214, 0.921741], [-2.222905, -1.986157, -3.342834], [-5.438381, -1.354110, 1.789165], [-1.270207, -2.184164, 1.769744], [1.884539, 2.233991, -0.359349], [-3.614495, 1.951890, -2.511648], [0.316582, 2.868502, -0.786379], [-3.583155, -2.963729, 1.844883], [2.873830, 0.418442, -1.505077], [0.037279, -1.340638, -2.728999]], "forces_ev_per_angstrom": [[-0.28, -0.34, -0.11], [0.76, -0.09, -0.23], [-0.38, 1.42, -0.25], [0.14, 0.15, -0.03], [0.10, -1.04, -0.39], [-0.31, -0.13, 0.01], [-0.71, -0.27, 0.20], [0.12, 0.21, 0.09], [0.59, 0.13, 0.03], [-1.62, -0.39, -0.48], [1.22, -0.06, -0.01], [-0.04, -0.33, -0.01], [-0.41, -0.59, 0.04], [0.33, 0.50, 0.23], [-0.08, 0.14, -0.04], [0.77, 0.79, 0.15], [0.97, 0.59, 0.89], [-1.57, 1.11, 0.06], [0.23, 0.30, -0.06], [0.78, -0.17, 0.11], [-0.28, 0.09, -0.08], [-0.46, -0.42, -0.04], [0.00, -0.33, -0.18], [-0.21, 0.18, -0.02], [0.01, 0.09, 0.19], [-0.07, 0.03, 0.00], [0.13, -0.16, -0.21], [-0.17, -0.05, -0.01], [0.02, -0.02, 0.05], [-0.12, -0.05, -0.11], [0.26, -0.09, -0.27], [-0.04, -0.36, 0.11], [0.13, 0.19, -0.01], [0.25, -0.07, 0.25], [-0.12, 0.14, 0.00], [0.04, -0.06, -0.07], [0.00, -0.13, 0.00], [-0.20, -0.09, 0.02], [0.17, -0.22, 0.00], [0.10, -0.28, 0.09], [-0.06, 0.11, 0.06], [0.10, -0.07, -0.07], [-0.03, -0.22, 0.01], [-0.19, 0.06, 0.05], [0.12, -0.19, 0.07]]}